No. 1
73
Properties=species:S:1:pos:R:3:forces:R:3:lowdin_charge:R:1 method="wB97M-V/def2-TZVPD" homo_ha=-0.196 e_above_lowest_ev=0.0000 spin_multiplicity=1 homo_lumo_gap_ev=7.46 total_charge=-1
Pt 0.1397 -0.2359 -0.6475 0.1147 -0.6854 0.2729 0.830
C 1.5047 1.1435 1.7955 -0.0281 0.0848 -0.0211 -0.096
O 1.0994 -0.1284 1.2780 -0.1167 -0.0616 -0.0332 -0.412
Si -0.1829 -1.0419 1.9941 0.1693 -0.0559 -0.1521 0.327
C -1.3379 0.1777 2.7980 0.0343 -0.0323 -0.0170 -0.144
C 0.5863 -2.1176 3.3242 -0.0234 0.0913 0.0006 -0.146
C -0.7068 -1.8363 0.4125 0.0308 0.1578 0.1340 -0.602
Si 0.4245 -3.2524 -0.0959 -0.0796 0.0653 0.0072 0.386
C 0.2223 -3.8346 -1.8774 0.0075 -0.0504 0.0696 -0.166
C 0.0512 -4.8011 0.9295 0.0117 -0.0245 -0.0500 -0.182
C 2.2559 -2.8685 0.1172 -0.0098 -0.0104 -0.0013 -0.174
Si -2.5238 -2.2176 0.3990 -0.1259 0.0885 -0.0487 0.366
C -3.6068 -0.6827 0.3419 -0.0146 -0.0413 -0.0516 -0.172
C -3.0765 -3.3581 -1.0013 0.0148 0.0240 0.0299 -0.186
C -2.9583 -3.1385 1.9943 -0.0728 -0.0039 0.0110 -0.174
H 1.7240 1.0420 2.8599 -0.0031 0.0154 0.0427 0.089
H 0.7162 1.8794 1.6273 0.0772 0.0054 0.0393 0.076
H 2.4032 1.4471 1.2674 0.0392 0.0222 0.0030 0.081
H -0.8497 0.6580 3.6502 0.0232 0.0284 -0.0205 0.042
H -2.2394 -0.3080 3.1745 -0.0020 -0.0195 0.0062 0.025
H -1.6224 0.9407 2.0701 -0.0114 0.0383 0.0297 0.023
H 1.0484 -1.4936 4.0946 -0.0055 -0.0061 0.0088 0.034
H 1.3494 -2.7809 2.9185 0.0228 -0.0126 0.0029 0.018
H -0.1769 -2.7318 3.8086 -0.0281 0.0004 0.0071 0.034
H -0.6726 -4.4416 -2.0160 -0.0312 -0.0050 -0.0073 0.021
H 1.0898 -4.4494 -2.1366 0.0027 -0.0147 0.0163 0.039
H 0.1847 -3.0039 -2.5759 0.0164 -0.0080 0.0086 -0.015
H -0.9711 -5.1545 0.7704 0.0255 0.0095 -0.0129 0.015
H 0.1889 -4.6463 2.0002 0.0020 0.0043 0.0439 0.015
H 0.7278 -5.6020 0.6172 0.0062 -0.0166 0.0121 0.029
H 2.6529 -2.3820 -0.7772 -0.0109 0.0200 -0.0217 0.022
H 2.8104 -3.8004 0.2654 0.0098 -0.0013 -0.0244 0.034
H 2.4701 -2.2067 0.9550 0.0080 -0.0106 0.0301 0.012
H -3.3271 0.0056 -0.4571 0.0313 -0.0182 -0.0184 0.007
H -3.5561 -0.1140 1.2700 -0.0028 -0.0091 0.0063 0.018
H -4.6487 -0.9795 0.1866 -0.0065 0.0061 0.0096 0.030
H -2.6493 -3.0654 -1.9602 -0.0019 0.0261 -0.0128 -0.003
H -4.1660 -3.3085 -1.0819 -0.0107 -0.0204 0.0016 0.027
H -2.8054 -4.3981 -0.8067 0.0352 -0.0188 -0.0114 0.022
H -2.9811 -2.4623 2.8524 0.0060 -0.0027 0.0155 0.017
H -2.2481 -3.9376 2.2175 -0.0320 0.0135 -0.0294 0.012
H -3.9522 -3.5868 1.9073 -0.0145 -0.0073 0.0291 0.030
F -2.4794 4.5542 1.4167 0.0387 -0.0336 -0.0847 0.116
C -2.2863 4.2644 0.1044 -0.0193 0.0099 -0.0540 -0.536
F -3.4121 3.6697 -0.3272 -0.0065 -0.0083 0.0034 0.123
F -2.1976 5.4391 -0.5398 0.0072 0.0190 0.0022 0.124
C -1.0224 3.3612 -0.0651 -0.0883 -0.0923 0.4783 -0.589
O 0.0352 3.9691 -0.2972 -0.2069 0.1512 -0.1473 0.001
O -1.2259 2.1583 0.1552 -0.0723 0.0876 -0.0615 -0.041
N 2.3088 2.7665 -1.0146 0.3279 -0.5225 -0.2932 0.199
C 2.5902 1.5952 -1.5973 0.0097 0.5619 0.2343 -0.485
O 1.6521 0.7592 -1.8175 0.0375 0.1732 -0.1208 -0.225
C 3.9244 1.2826 -1.9818 -0.1468 -0.0561 0.0419 -0.207
C 4.9659 2.2165 -1.8133 0.1557 -0.0543 -0.1355 -0.261
N 5.8139 2.9923 -1.6854 -0.0568 0.0534 0.0805 0.108
C 4.1869 0.0183 -2.5405 0.1109 0.0518 0.0025 -0.219
N 4.3917 -1.0180 -3.0129 0.1247 0.0132 0.1172 0.125
H 3.0431 3.4435 -0.8940 -0.0196 0.0040 0.0100 0.105
H 1.3366 3.0400 -0.8099 -0.0034 0.2140 0.1484 0.057
C -0.7652 -1.5215 -6.1392 -0.0117 0.0365 -0.0471 -0.081
N -1.0579 -1.5964 -4.7161 -0.0097 -0.0317 0.0382 -0.041
C -0.3323 -0.9976 -3.7396 0.1044 0.0554 -0.1082 -0.768
S -1.2347 -0.4048 -2.4088 -0.0821 0.0134 -0.0819 0.727
N 0.9784 -0.8997 -3.8215 -0.1462 -0.1279 -0.2680 0.009
C 1.8486 -1.7113 -4.6590 -0.0829 -0.0952 -0.0774 -0.062
H -1.6882 -1.7265 -6.6767 -0.0069 0.0143 -0.0079 0.084
H -0.0246 -2.2548 -6.4509 0.0041 -0.0134 0.0197 0.068
H -0.4187 -0.5253 -6.4209 0.0271 -0.0040 0.0113 0.095
H -2.0317 -1.6745 -4.4698 0.0134 -0.0169 -0.0072 0.103
H 1.4237 -0.3335 -3.0902 0.0600 0.0730 0.1133 0.066
H 1.5254 -2.7535 -4.6340 -0.0468 -0.0118 -0.0432 0.089
H 2.8490 -1.6445 -4.2401 -0.0647 -0.0496 -0.0696 0.030
H 1.8789 -1.3643 -5.6923 -0.0082 0.0210 0.0020 0.076

No. 2
15
Properties=species:S:1:pos:R:3:forces:R:3:lowdin_charge:R:1 method="wB97M-V/def2-TZVPD" homo_ha=-0.325 e_above_lowest_ev=6.9856 spin_multiplicity=1 homo_lumo_gap_ev=8.22
C -1.2563 1.4609 0.3704 -0.7599 -0.5894 0.6337 -0.209
C -0.6173 -1.2962 -0.0127 -1.6667 1.5785 -2.0239 -0.278
O -1.0050 0.3747 -0.4712 0.4832 -1.8531 -0.4175 -0.272
O -0.6227 -1.9921 -0.9960 0.2490 0.5989 0.6623 0.010
H -1.2411 -1.4309 0.8799 0.9157 0.0295 0.3678 0.144
H -0.4831 1.6863 1.1120 0.2501 -0.0077 -0.1871 0.055
H -2.1812 1.2718 0.9359 -0.0259 0.2277 0.1266 0.070
H -1.4410 2.3495 -0.2452 0.1529 -0.1200 -0.0119 0.076
N 1.4706 -0.1999 -1.6119 -0.2426 -0.2486 1.2415 0.135
O 0.8189 -0.2954 1.7642 0.7770 0.3173 -0.5390 -0.044
N 1.0664 -0.8315 0.4731 -1.0244 1.4347 -1.0553 -0.077
N 1.4114 0.1286 -0.3557 1.0623 -1.2479 0.9410 0.044
H 1.4042 -0.8067 2.3356 0.0530 -0.0567 0.0068 0.103
H 0.8393 -0.9301 -1.9520 0.1601 -0.2265 0.0494 0.115
H 1.8366 0.5110 -2.2262 -0.3838 0.1634 0.2055 0.129

No. 3
57
Properties=species:S:1:pos:R:3:forces:R:3:lowdin_charge:R:1 method="wB97M-V/def2-TZVPD" homo_ha="-0.780 / -0.780" e_above_lowest_ev=0.0000 s_squared=0.77 spin_multiplicity=2 homo_lumo_gap_ev="4.89 / 5.47" total_charge=+4
Re -0.0680 0.0333 -0.1381 0.2070 -0.6756 1.5508 1.773
C 1.6716 -0.9556 -2.6744 0.0344 -0.1778 0.1375 0.005
C 2.5816 -0.4674 -1.5957 0.6519 -0.6410 -0.8357 -0.283
C 3.9586 -0.6183 -1.7375 -0.5240 -0.0791 0.0761 0.053
C 4.8156 -0.1448 -0.7611 0.0495 0.0449 0.0954 0.062
C 4.2706 0.5737 0.3006 -0.3591 -0.2147 0.0171 -0.055
C 2.8998 0.7191 0.3657 0.1241 1.7989 1.4726 -0.397
N 2.0576 0.1467 -0.5049 -1.7944 -0.2026 -0.3458 -0.106
Sb 2.1895 2.3488 1.7202 -1.1416 -0.9365 -0.3935 1.673
C 0.8235 0.9516 2.7845 1.5658 1.6726 0.0305 -0.416
C 0.9305 1.0774 4.1612 -0.1856 -0.1747 -0.5322 -0.067
C 0.1351 0.2708 4.9645 -0.0253 0.0248 0.2295 0.049
C -0.7226 -0.6131 4.3474 0.0721 -0.0055 -0.3695 0.049
C -0.7854 -0.7002 2.9524 -0.6897 -0.6595 0.8461 -0.264
C -1.7281 -1.6898 2.3634 -0.0767 -0.0590 -0.0249 -0.001
N -0.0053 0.0943 2.1930 -0.2601 -0.2300 -2.6452 -0.023
C 0.5545 3.0107 0.3282 1.6356 0.3341 1.5738 -0.399
C 0.4023 4.3827 0.2752 -0.1751 -0.4105 -0.1945 -0.062
C -0.3391 4.9276 -0.7731 0.0041 0.1826 0.0724 0.046
C -0.8414 4.0800 -1.7370 -0.0050 -0.4080 0.1172 0.043
C -0.6918 2.6984 -1.6006 -0.4317 0.6505 -0.4406 -0.288
C -1.2416 1.8235 -2.6762 0.0984 0.0631 -0.1102 -0.012
N -0.0343 2.1802 -0.5401 -0.2842 -1.5187 -0.2259 -0.106
H 2.2041 -0.9650 -3.6270 -0.1365 0.1478 -0.0386 0.126
H 0.8070 -0.2970 -2.7904 -0.2068 0.0649 -0.1039 0.060
H 1.3428 -1.9826 -2.5120 -0.0214 -0.0022 0.0238 0.088
H 4.3489 -1.1067 -2.6183 -0.0250 -0.0403 -0.0889 0.152
H 5.8863 -0.2695 -0.8475 0.0919 -0.0157 -0.0594 0.155
H 4.9118 1.0298 1.0427 -0.0007 0.0619 0.0040 0.122
H 1.6165 1.7939 4.5953 0.0056 -0.0349 -0.0040 0.112
H 0.1882 0.3419 6.0455 -0.0336 -0.0439 -0.0230 0.155
H -1.3579 -1.2595 4.9345 -0.0560 -0.0470 -0.0170 0.147
H -2.3512 -2.1128 3.1455 0.0013 -0.0449 0.0348 0.116
H -1.1839 -2.5111 1.8998 -0.0315 -0.0658 0.0076 0.089
H -2.3920 -1.2228 1.6427 -0.0309 -0.0509 0.0490 0.063
H 0.8608 5.0213 1.0186 0.0713 0.0173 -0.0418 0.118
H -0.4755 5.9987 -0.8451 -0.0250 0.0514 -0.0547 0.152
H -1.3654 4.4650 -2.6014 -0.0125 0.0156 -0.0330 0.152
H -0.7867 2.1081 -3.6291 0.0663 -0.1507 0.0199 0.128
H -2.3130 1.9740 -2.8084 -0.0720 -0.1149 0.0728 0.111
H -1.0498 0.7590 -2.5124 -0.0190 -0.1543 -0.0780 0.032
N -4.3579 -0.4197 -0.9495 0.6605 1.2149 0.5133 0.128
C -3.4169 0.4126 -0.4944 -0.7568 0.4194 -0.0455 -0.058
N -2.2560 -0.2427 -0.4376 1.4517 0.3007 -0.0590 -0.046
C -2.5827 -1.5188 -0.8730 -0.6295 0.4054 -0.2297 -0.293
N -3.8505 -1.6125 -1.1757 0.7818 -1.6030 -0.2403 0.204
C -1.5931 -2.5749 -0.8575 -0.3504 -0.9253 -0.3296 -0.175
C -1.8791 -3.9199 -1.1812 -0.1080 1.6977 0.2376 0.025
N -0.9393 -4.8078 -1.0408 -0.2307 -1.8759 -0.3236 0.163
C 0.2499 -4.5163 -0.5874 0.5115 1.0560 0.2674 -0.012
C 0.5561 -3.1773 -0.2871 0.5835 -0.8469 0.1312 -0.072
N -0.3616 -2.2253 -0.4358 0.0126 1.5265 0.2678 -0.039
H -5.3495 -0.2536 -1.1291 0.1111 0.1026 0.1045 0.217
H -3.5861 1.4361 -0.2100 -0.0655 0.1501 -0.0186 0.165
H -2.8559 -4.2373 -1.5300 -0.0323 0.0858 -0.0297 0.157
H 0.9651 -5.3248 -0.4559 0.0068 0.1599 0.0068 0.152
H 1.5349 -2.9136 0.0932 -0.0017 0.1606 -0.0235 0.131

No. 4
49
Properties=species:S:1:pos:R:3:forces:R:3:lowdin_charge:R:1 method="wB97M-V/def2-TZVPD" homo_ha=-0.488 e_above_lowest_ev=0.4431 spin_multiplicity=1 homo_lumo_gap_ev=10.91 total_charge=+1
C -1.2880 -4.0938 -1.4216 -0.1891 0.2901 0.7317 -0.026
C 0.0490 -4.2599 -1.3338 -0.3856 -0.2959 0.0771 -0.032
N 0.6170 -3.1361 -1.8720 0.4134 -0.2725 -1.0304 0.119
C -0.3500 -2.3598 -2.3573 0.4293 0.4344 0.5817 -0.054
N -1.5046 -2.8669 -1.9892 0.0292 -0.4701 -0.9629 0.123
H -2.0961 -4.6708 -1.0194 -0.0476 -0.1996 -0.0719 0.135
H 0.5740 -5.1160 -0.9848 0.5035 -0.1177 0.2792 0.129
H 1.5927 -3.0098 -2.1204 -0.1885 -0.0608 0.2981 0.185
H -0.1608 -1.4882 -2.9482 -0.2026 0.3625 0.0643 0.161
H -2.4067 -2.4232 -2.2044 -0.2388 0.5841 0.2631 0.121
H -4.3097 -1.2499 -1.8593 -1.0917 -0.1078 0.2160 0.038
H -3.1392 -0.4195 -1.2659 -0.6520 -0.7194 -0.7780 0.047
O -3.4354 -0.9729 -2.0795 1.5926 0.7266 0.6629 -0.091
H 2.0111 3.1981 -1.2818 0.5325 -0.6680 -0.0754 0.020
H 2.3519 2.1430 -2.3797 0.1776 -0.0513 0.7680 0.019
O 2.6094 2.4220 -1.4799 -0.5327 0.4537 -0.4385 -0.086
H -2.6223 -2.6335 2.1961 -0.4791 -0.4969 0.2611 0.048
H -1.5553 -1.5844 2.2707 -0.7098 -0.0505 -0.3261 0.026
O -2.2654 -1.9257 1.6717 1.0013 0.3505 0.1758 -0.061
H -0.7793 -1.5070 4.7085 -0.0523 0.0456 -0.3809 0.069
H 0.0816 -1.7142 3.4145 -0.2799 0.4205 0.6024 0.020
O -0.6446 -1.1478 3.8181 0.5567 -0.3859 -0.0297 -0.085
H 2.4185 0.3967 2.8265 -0.7116 0.6346 0.1212 0.009
H 3.4188 -0.2074 1.8790 -0.3489 0.0743 0.6519 0.034
O 3.0551 -0.3053 2.7988 0.7548 -0.8166 -0.9028 -0.064
H -1.0270 1.8161 2.2203 -0.1620 -0.0348 0.1960 0.014
H -2.3641 2.1172 2.8945 -0.0208 -0.0344 -0.1772 0.068
O -1.9822 1.8615 2.0473 0.0466 0.3809 -0.0013 -0.058
H 0.0986 1.0771 4.1375 -0.0485 -0.6235 0.6543 0.030
H 0.9586 2.3233 3.6823 -0.6884 -0.6600 0.0562 0.089
O 0.2905 1.6591 3.4140 1.1891 1.2026 -0.6705 -0.044
H 1.3320 2.9237 -3.9855 0.4833 1.0470 -0.0352 0.044
H 0.3730 1.9098 -4.4159 -0.2553 -0.4515 -0.2270 0.051
O 1.1522 2.0008 -3.8672 -0.3837 -0.4478 -0.0655 -0.034
H 0.1102 4.3994 -1.5803 0.7633 0.2576 -0.2382 0.019
H 0.5715 4.5954 -0.1774 0.3888 0.0928 0.3610 0.062
O 0.9444 4.5041 -1.0591 -1.1059 -0.0619 -0.0256 -0.054
H 2.1058 -1.8914 2.8036 -0.5765 -0.4332 -0.0575 0.037
H 1.7756 -2.8925 3.8823 -0.3071 -0.1688 -0.6754 0.076
O 1.4672 -2.6459 2.9849 1.0463 0.7358 0.7317 -0.087
H -1.2829 3.4000 -2.8425 -0.2822 0.0314 -0.0095 0.055
H -1.9223 4.7923 -2.6115 -0.2111 -0.0314 -0.0460 0.071
O -1.1183 4.3479 -2.8922 0.3011 -0.1798 0.0328 -0.032
H 3.1701 1.2655 -0.3779 0.3893 -0.5614 0.4429 0.014
H 4.5055 1.0423 0.3575 0.1772 0.0186 -0.0614 0.049
O 3.6619 0.6097 0.2053 -0.4089 0.4469 -0.3522 -0.093
H -2.9692 -0.4367 0.9847 0.0237 -0.4165 0.0405 -0.005
H -2.7226 1.0469 0.7225 -0.4098 -0.6596 -0.2443 0.022
O -3.1252 0.2400 0.3141 0.1708 0.8872 -0.3868 -0.093